This record from OMol25 describes the molecule C5H10Cl2Si at a distorted geometry. The level of theory is the ωB97M-V functional and the def2-TZVPD basis.

Last column: Mulliken charge in e.
CARTESIAN COORDINATES (ANGSTROEM)
C 0.79 1.87 -0.96  -0.956
C -0.37 1.63 -0.31  0.329
C -1.40 2.63 -0.04  -0.483
Cl -1.35 4.01 -1.20  -0.232
Si -0.57 -0.47 0.53  0.652
C 0.95 -1.08 1.56  -1.043
C -0.53 -1.82 -0.93  -1.041
Cl -2.18 -0.52 1.69  -0.271
H 1.53 1.18 -0.90  0.333
H 0.97 2.85 -1.47  0.266
H -2.37 2.26 -0.03  0.332
H -1.22 3.19 0.93  0.265
H 1.23 -0.21 2.19  0.293
H 0.72 -1.87 2.28  0.333
H 1.81 -1.36 0.89  0.290
H -1.43 -2.58 -0.92  0.294
H -0.71 -1.34 -1.87  0.365
H 0.46 -2.30 -0.95  0.275

Summary:
**Kohn-Sham gap**: 10.32 eV
**ΔE to the lowest compared entry with this formula, charge and spin**: 84.7 kcal/mol
**Largest force on an atom**: 4.16 eV Å⁻¹
**Electronic energy**: -1406.38664 Ha

This record from OMol25 describes a structure of composition C38H49N5O4OsS at a distorted geometry. The level of theory is the ωB97M-V functional and the def2-TZVPD basis.

Last column: Mulliken spin population.
CARTESIAN COORDINATES (ANGSTROEM)
Os 1.13 -0.98 -0.27  1.039
C -1.95 4.74 3.48  0.021
C -2.30 4.31 2.04  0.018
C -3.69 3.68 2.05  0.005
C -2.32 5.55 1.12  0.019
C -1.24 3.36 1.52  0.034
C -1.55 2.10 1.04  0.003
C -0.52 1.29 0.57  0.096
N -0.60 0.03 0.04  0.277
C -1.76 -0.74 0.07  -0.076
C -3.05 -0.36 -0.19  0.033
C -4.07 -1.31 -0.08  0.012
C -3.74 -2.63 0.32  0.044
C -2.47 -3.08 0.57  0.034
C -1.44 -2.11 0.36  0.389
O -0.17 -2.38 0.37  0.258
C -2.25 -4.53 1.02  0.019
C -3.17 -4.80 2.22  0.011
C -2.63 -5.45 -0.14  0.012
C -0.82 -4.86 1.47  -0.007
C -5.53 -0.97 -0.34  0.052
C -6.29 -1.14 0.99  0.031
C -5.71 0.46 -0.83  0.014
C -6.10 -1.93 -1.39  0.031
C 0.84 1.71 0.68  0.254
O 1.72 0.79 0.40  0.239
C 1.18 3.02 1.13  -0.001
C 0.12 3.79 1.53  0.119
C 2.62 3.50 1.21  0.011
C 3.34 2.69 2.29  0.004
C 2.70 4.98 1.58  -0.001
C 3.29 3.32 -0.16  -0.009
H -2.72 5.41 3.85  0.002
H -1.00 5.27 3.53  -0.001
H -1.89 3.88 4.14  -0.001
H -4.41 4.39 2.47  0.000
H -3.73 2.78 2.66  0.000
H -4.03 3.44 1.04  -0.001
H -3.08 6.25 1.47  0.002
H -2.56 5.27 0.10  -0.001
H -1.37 6.07 1.12  -0.001
H -2.57 1.75 1.04  0.007
H -3.27 0.65 -0.52  0.006
H -4.56 -3.33 0.43  0.007
H -4.22 -4.64 1.98  0.000
H -2.91 -4.17 3.07  -0.001
H -3.06 -5.84 2.53  -0.001
H -3.68 -5.36 -0.41  0.000
H -2.46 -6.49 0.14  0.000
H -2.04 -5.24 -1.03  0.000
H -0.46 -4.18 2.25  0.003
H -0.10 -4.83 0.65  0.001
H -0.82 -5.87 1.87  0.000
H -5.90 -0.48 1.76  -0.002
H -6.25 -2.16 1.36  -0.002
H -7.34 -0.89 0.83  0.003
H -5.39 1.19 -0.08  -0.003
H -6.76 0.64 -1.02  0.000
H -5.16 0.65 -1.75  -0.001
H -6.08 -2.97 -1.07  -0.001
H -5.56 -1.85 -2.34  -0.002
H -7.14 -1.67 -1.58  0.002
H 0.31 4.79 1.89  0.009
H 2.86 2.84 3.26  -0.001
H 4.38 3.02 2.37  0.000
H 3.35 1.63 2.07  -0.001
H 2.34 5.17 2.59  0.000
H 2.14 5.61 0.88  0.001
H 3.74 5.30 1.54  0.000
H 3.31 2.28 -0.47  0.006
H 4.33 3.67 -0.11  0.001
H 2.78 3.92 -0.92  -0.001
N 8.00 0.60 -4.97  0.313
C 7.22 0.24 -3.96  0.161
C 6.14 1.08 -3.56  0.173
C 5.36 0.72 -2.50  -0.049
C 5.62 -0.49 -1.82  0.257
C 6.67 -1.33 -2.21  -0.043
C 7.47 -0.98 -3.26  0.174
S 4.69 -0.88 -0.35  -0.003
O 5.27 -2.07 0.19  0.008
O 4.63 0.33 0.40  0.018
N 3.19 -1.19 -0.91  0.019
C 2.97 -2.36 -1.60  0.012
N 3.84 -3.07 -2.29  0.008
C 3.35 -4.20 -2.82  0.008
C 2.02 -4.60 -2.67  -0.003
C 1.18 -3.77 -1.96  0.014
N 1.67 -2.65 -1.45  -0.046
H 7.86 1.46 -5.47  -0.013
H 8.78 0.03 -5.26  -0.013
H 5.97 2.01 -4.09  -0.004
H 4.56 1.35 -2.16  -0.005
H 6.83 -2.25 -1.66  0.001
H 8.29 -1.61 -3.58  -0.005
H 4.04 -4.80 -3.39  0.000
H 1.67 -5.53 -3.09  0.000
H 0.13 -3.98 -1.79  0.006

Summary:
**Kohn-Sham gap (alpha / beta)**: 7.27 / 4.67 eV
**Total charge**: +2
**ΔE to the lowest compared entry with this formula, charge and spin**: 0.0 kcal/mol
**Largest force on an atom**: 1.07 eV Å⁻¹
**Electronic energy**: -2540.43512 Ha
**Multiplicity**: 5

This record from OMol25 describes a cluster of 6 separate species, C46H82F2NO16SSi2 in total at a distorted geometry. The level of theory is the ωB97M-V functional and the def2-TZVPD basis.

Last column: Mulliken charge in e.
CARTESIAN COORDINATES (ANGSTROEM)
C 2.14 4.26 3.61  -0.761
C 2.69 3.17 3.02  -0.823
C 1.79 2.32 2.18  0.100
N 1.89 0.86 2.49  0.496
C 0.63 0.12 2.12  -0.777
Si -0.60 0.20 3.61  0.438
C 0.47 0.30 5.17  -1.871
C -1.53 -1.39 3.87  -1.078
C -1.72 1.70 3.75  -1.131
C 0.26 0.36 0.63  2.938
C 0.21 -1.07 0.00  -3.347
C -0.76 -2.06 0.65  1.098
C -1.22 -3.17 -0.34  -1.648
C -2.75 -3.27 -0.37  0.237
C -3.31 -3.94 0.91  -0.966
C -4.48 -3.20 1.57  -0.191
C -5.64 -2.83 0.64  -0.409
C -6.66 -1.93 1.38  -0.818
C -6.72 -0.50 0.84  -0.684
Si -1.44 1.15 0.15  -0.121
C -1.50 3.04 0.37  -1.466
C -3.03 0.48 0.88  0.294
C -1.63 0.96 -1.71  -1.126
C 1.32 1.27 -0.17  -1.008
C 2.24 0.49 -1.13  -1.332
C 2.83 1.28 -2.27  -0.247
O 3.59 0.85 -3.05  -0.510
F 2.44 2.57 -2.35  -0.174
C 2.10 2.40 0.65  2.727
S 3.95 2.31 0.44  -0.275
C 1.73 3.84 0.19  -1.343
C 2.85 4.85 -0.04  -0.991
F 2.20 6.05 -0.32  -0.358
H 1.27 4.11 4.25  0.278
H 2.47 5.28 3.44  0.282
H 3.73 2.90 3.19  0.484
H 0.78 2.70 2.34  -0.680
H 2.13 0.69 3.47  0.727
H 2.64 0.43 1.95  0.697
H 0.96 -0.92 2.20  1.209
H -0.19 0.27 6.04  0.355
H 1.02 1.26 5.22  0.420
H 1.23 -0.48 5.22  0.433
H -2.46 -1.47 3.31  -0.150
H -1.77 -1.50 4.92  0.468
H -0.89 -2.25 3.62  0.357
H -1.71 2.09 4.77  0.599
H -1.50 2.54 3.09  0.270
H -2.75 1.38 3.57  0.308
H 1.21 -1.49 0.12  0.851
H 0.04 -1.03 -1.07  0.748
H -0.23 -2.58 1.44  0.606
H -1.65 -1.63 1.10  -1.068
H -0.79 -4.12 -0.01  0.384
H -0.88 -2.96 -1.35  0.634
H -3.07 -3.82 -1.26  0.670
H -3.17 -2.27 -0.45  -0.629
H -2.50 -3.97 1.64  0.308
H -3.63 -4.96 0.68  0.506
H -4.89 -3.88 2.32  0.437
H -4.16 -2.31 2.11  -0.123
H -5.30 -2.28 -0.24  0.250
H -6.17 -3.75 0.36  0.420
H -6.34 -1.85 2.43  0.348
H -7.65 -2.37 1.39  0.421
H -5.89 0.10 1.21  -0.058
H -6.70 -0.49 -0.25  0.112
H -7.64 -0.01 1.16  0.496
H -1.14 3.52 -0.54  0.349
H -0.92 3.44 1.20  0.323
H -2.55 3.32 0.46  0.627
H -3.63 0.00 0.11  -0.650
H -3.63 1.32 1.25  0.661
H -2.97 -0.23 1.71  -0.292
H -1.71 -0.09 -2.00  0.278
H -0.83 1.46 -2.27  0.384
H -2.57 1.42 -2.01  0.277
H 0.74 1.90 -0.85  -0.019
H 1.69 -0.28 -1.67  0.323
H 3.06 -0.03 -0.64  0.534
H 4.21 1.05 0.82  0.284
H 1.11 4.30 0.97  0.476
H 1.12 3.83 -0.71  0.459
H 3.46 4.63 -0.91  0.507
H 3.44 5.04 0.85  0.285
C -7.77 2.27 -4.43  -1.493
C -6.76 2.21 -3.32  0.468
C -5.33 2.53 -3.72  -0.622
O -4.57 1.77 -2.78  -0.218
C -5.33 0.70 -2.41  0.441
O -4.91 -0.23 -1.80  -0.408
O -6.60 0.85 -2.83  -0.368
H -7.55 1.52 -5.19  0.363
H -8.77 2.07 -4.05  0.369
H -7.76 3.26 -4.89  0.378
H -7.07 2.83 -2.47  0.260
H -5.09 3.59 -3.64  0.370
H -5.09 2.18 -4.73  0.311
C 0.30 -6.13 7.70  -1.443
C -0.44 -4.84 7.43  0.527
C -1.71 -4.65 8.24  -0.548
O -2.50 -3.83 7.37  -0.311
C -2.12 -4.09 6.10  0.684
O -2.71 -3.73 5.13  -0.553
O -0.98 -4.81 6.09  -0.291
H -0.31 -6.98 7.41  0.356
H 1.22 -6.17 7.11  0.350
H 0.56 -6.20 8.75  0.387
H 0.22 -3.98 7.54  0.230
H -1.54 -4.15 9.19  0.317
H -2.24 -5.59 8.42  0.321
C 5.77 1.34 -5.15  -1.333
C 5.81 1.37 -6.66  0.587
C 5.11 0.21 -7.34  -0.447
O 5.83 0.09 -8.56  -0.347
C 7.09 0.57 -8.35  0.618
O 8.00 0.44 -9.10  -0.512
O 7.15 1.21 -7.15  -0.373
H 6.31 0.48 -4.77  0.337
H 6.25 2.23 -4.74  0.344
H 4.74 1.30 -4.79  0.370
H 5.42 2.32 -7.03  0.189
H 4.06 0.39 -7.54  0.320
H 5.22 -0.72 -6.78  0.302
C 1.09 -6.39 -1.28  -1.278
C 2.43 -6.37 -0.60  0.525
C 3.01 -7.72 -0.24  -0.519
O 3.82 -7.40 0.90  -0.338
C 3.28 -6.31 1.50  0.551
O 3.58 -5.89 2.57  -0.531
O 2.35 -5.74 0.69  -0.224
H 0.32 -6.79 -0.61  0.358
H 0.80 -5.36 -1.53  0.161
H 1.11 -6.98 -2.19  0.440
H 3.15 -5.79 -1.20  0.242
H 3.62 -8.16 -1.02  0.319
H 2.24 -8.43 0.07  0.314
C 3.61 6.93 -2.87  -1.438
C 4.35 7.22 -4.15  0.543
C 4.51 6.04 -5.08  -0.339
O 5.73 6.36 -5.76  -0.321
C 6.47 7.14 -4.94  0.581
O 7.61 7.41 -5.11  -0.511
O 5.73 7.56 -3.88  -0.383
H 4.18 6.21 -2.27  0.261
H 3.49 7.83 -2.27  0.410
H 2.62 6.52 -3.08  0.392
H 3.90 8.07 -4.67  0.307
H 3.70 5.94 -5.79  0.335
H 4.65 5.10 -4.54  0.162

Summary:
**Kohn-Sham gap**: 8.76 eV
**Total charge**: +1
**Largest force on an atom**: 1.85 eV Å⁻¹
**Electronic energy**: -4237.27752 Ha

This record from OMol25 describes a cluster of 3 separate species, H6O3 in total. The level of theory is the ωB97M-V functional and the def2-TZVPD basis.

Last column: Mulliken charge in e.
CARTESIAN COORDINATES (ANGSTROEM)
O -1.74 -2.55 0.55  -0.645
H -1.80 -1.73 1.06  0.322
H -2.50 -2.70 -0.02  0.323
O 0.46 1.12 -1.87  -0.662
H 0.69 1.70 -1.12  0.354
H -0.28 0.58 -1.55  0.320
O 1.43 1.41 0.89  -0.659
H 1.83 0.72 0.34  0.346
H 1.91 1.45 1.72  0.301

Summary:
**Kohn-Sham gap**: 11.94 eV
**ΔE to the lowest compared entry with this formula, charge and spin**: 12.5 kcal/mol
**Largest force on an atom**: 0.80 eV Å⁻¹
**Electronic energy**: -229.30516 Ha

This record from OMol25 describes a cluster of 2 separate species, C4H8O2 in total. The level of theory is the ωB97M-V functional and the def2-TZVPD basis.

Last column: Mulliken charge in e.
CARTESIAN COORDINATES (ANGSTROEM)
O 0.62 0.49 -0.70  -0.622
C 1.11 0.32 0.67  -0.298
C -0.22 0.94 1.14  -0.571
C -0.54 -0.13 0.12  -0.204
O -0.94 -0.39 -2.47  -0.689
C 0.51 -1.09 0.67  -0.432
H -0.06 -0.23 -2.08  0.406
H 2.13 0.62 0.92  0.441
H -0.39 1.94 0.73  0.258
H -0.58 0.80 2.15  0.300
H -1.51 -0.41 -0.28  0.557
H -1.33 0.50 -2.42  0.321
H 0.91 -1.77 -0.09  0.235
H 0.29 -1.59 1.62  0.298

Summary:
**Kohn-Sham gap**: 11.07 eV
**ΔE to the lowest compared entry with this formula, charge and spin**: 91.3 kcal/mol
**Largest force on an atom**: 0.72 eV Å⁻¹
**Electronic energy**: -307.56686 Ha

This record from OMol25 describes a structure of composition HO2PSn at a distorted geometry. The level of theory is the ωB97M-V functional and the def2-TZVPD basis.

Last column: Mulliken spin population.
CARTESIAN COORDINATES (ANGSTROEM)
P -0.98 0.53 -0.39  0.039
O 0.04 1.70 -0.17  0.009
Sn 1.71 0.48 -0.34  0.059
O 0.00 -0.74 -0.28  -0.003
H -0.43 -2.39 -0.15  0.896

Summary:
**Kohn-Sham gap (alpha / beta)**: 5.82 / 9.34 eV
**Total charge**: +1
**Largest force on an atom**: 2.96 eV Å⁻¹
**Electronic energy**: -706.38934 Ha
**Multiplicity**: 2

This record from OMol25 describes the molecule C6H6. The level of theory is the ωB97M-V functional and the def2-TZVPD basis.

Last column: Mulliken charge in e.
CARTESIAN COORDINATES (ANGSTROEM)
C -2.68 -0.12 1.10  0.125
C -1.91 0.69 0.67  -0.513
C -0.83 1.52 0.12  -0.599
C 0.27 0.60 -0.20  -0.189
C 1.05 -0.30 -0.39  0.634
C 2.08 -1.29 -0.66  -1.227
H -3.39 -0.82 1.49  0.389
H -1.16 2.06 -0.77  0.264
H -0.51 2.26 0.86  0.262
H 2.74 -1.40 0.20  0.287
H 1.67 -2.27 -0.91  0.294
H 2.68 -0.93 -1.51  0.273

Summary:
**Kohn-Sham gap**: 10.48 eV
**ΔE to the lowest compared entry with this formula, charge and spin**: 85.6 kcal/mol
**Largest force on an atom**: 0.60 eV Å⁻¹
**Electronic energy**: -232.08989 Ha